Record 1
{
  "formula": "C16H35HfNO4P2Si",
  "method": "the ωB97M-V functional and the def2-TZVPD basis",
  "e_tot_ha": -2006.5207,
  "total_charge": 0,
  "spin_multiplicity": 1,
  "e_homo_ev": [-5.30, -5.30],
  "homo_lumo_gap_ev": [5.5, 5.5],
  "de_lowest_kj_mol": 0.0,
  "species": ["Hf", "Si", "P", "N", "H", "C", "H", "H", "H", "C", "H", "H", "H", "C", "H", "H", "H", "C", "H", "H", "H", "H", "H", "C", "C", "C", "C", "C", "C", "H", "H", "H", "H", "H", "C", "O", "C", "H", "H", "H", "C", "H", "H", "H", "C", "O", "P", "O", "C", "O", "C", "H", "H", "H", "H", "H", "H", "H", "H", "H"],
  "coordinates": [[-0.03906, -0.07601, 0.12502], [-2.48677, 0.96878, 0.85762], [0.32186, 1.27639, -2.17277], [1.35851, 1.11602, 0.85737], [-1.28327, -2.82178, -0.41512], [1.65836, 0.52570, -3.16440], [1.75504, 1.06399, -4.11848], [1.43655, -0.53328, -3.35102], [2.60379, 0.58929, -2.61007], [-1.05803, 1.26496, -3.36231], [-0.71989, 1.75229, -4.28744], [-1.91718, 1.81028, -2.95104], [-1.36271, 0.23178, -3.58121], [0.83145, 3.01978, -2.07566], [0.93407, 3.43057, -3.08980], [1.78960, 3.08355, -1.54405], [0.08311, 3.59036, -1.51194], [-3.78550, 0.53207, -0.41710], [-4.09796, -0.51657, -0.31350], [-3.43233, 0.73109, -1.43609], [-4.64253, 1.18345, -0.19853], [-2.90401, 2.12827, 1.69251], [-1.20792, 1.40754, 0.08470], [2.00944, 2.06763, 1.51966], [4.03102, 2.88999, 2.63838], [3.38665, 1.91304, 1.89592], [1.34048, 3.27994, 1.91936], [2.00155, 4.24159, 2.66616], [3.34539, 4.05604, 3.03271], [5.07496, 2.74751, 2.92234], [3.88164, 0.99135, 1.59322], [0.29099, 3.40183, 1.64088], [1.46745, 5.14553, 2.97346], [3.86124, 4.81337, 3.62609], [-0.77330, -2.69518, -1.40162], [0.03141, -1.52249, -1.20199], [0.13454, -3.86770, -1.70264], [-0.40588, -4.63564, -2.27224], [0.49857, -4.33650, -0.77935], [0.99900, -3.53764, -2.29463], [-1.83371, -2.48620, -2.46401], [-1.35886, -2.28118, -3.43532], [-2.52678, -1.66863, -2.22162], [-2.42983, -3.40300, -2.56689], [-1.39079, 0.32907, 4.47070], [-2.14295, -0.65303, 3.69308], [-2.03375, -0.78482, 2.10517], [-0.37714, -1.33113, 1.81527], [0.19903, -2.55842, 2.34459], [-2.89288, -2.06494, 1.58908], [-3.13695, -3.28461, 2.33731], [-1.56698, 1.35015, 4.10456], [-0.31634, 0.09988, 4.44547], [-1.76857, 0.23670, 5.49499], [1.20395, -2.30028, 2.67836], [-0.38855, -2.93958, 3.18316], [0.24157, -3.29575, 1.53840], [-3.10685, -3.11839, 3.42378], [-4.13776, -3.61023, 2.04001], [-2.39760, -4.04237, 2.04624]],
  "lowdin_charge": [1.0433, 0.3747, 0.7226, -0.2015, 0.1087, -0.2675, 0.0441, 0.0340, 0.0495, -0.2688, 0.0444, 0.0328, 0.0292, -0.2655, 0.0432, 0.0473, 0.0423, -0.2587, 0.0244, 0.0051, 0.0277, -0.0328, -0.1348, -0.4693, -0.1317, -0.0752, -0.0795, -0.1367, -0.1449, 0.0904, 0.0875, 0.0837, 0.0916, 0.0812, -0.5421, -0.4287, -0.0555, 0.0772, 0.0679, 0.0864, -0.0603, 0.0854, 0.0635, 0.0823, -0.0681, -0.3243, 0.5926, -0.5170, -0.0627, -0.3397, -0.0858, 0.0838, 0.0931, 0.0893, 0.0965, 0.0855, 0.0805, 0.0854, 0.0909, 0.0828]
}


Record 2
{
  "formula": "C4H10O",
  "method": "the ωB97M-V functional and the def2-TZVPD basis",
  "e_tot_ha": -233.6010,
  "total_charge": 0,
  "spin_multiplicity": 1,
  "e_homo_ev": -8.63,
  "homo_lumo_gap_ev": 9.4,
  "de_lowest_kj_mol": 115.5,
  "species": ["C", "C", "C", "C", "O", "H", "H", "H", "H", "H", "H", "H", "H", "H", "H"],
  "coordinates": [[2.04897, -0.06699, 0.15561], [1.04709, 0.16930, -0.94002], [-0.02377, 0.94483, -0.79351], [-1.78923, -0.97203, 0.58201], [-0.24746, 1.62995, 0.36637], [1.56310, -0.02919, 1.13842], [2.83055, 0.70170, 0.14884], [2.53666, -1.04245, 0.04591], [1.16781, -0.33462, -1.89491], [-0.86095, -0.86731, 0.01273], [-0.79646, 1.02049, -1.55927], [-2.22730, -1.94128, 0.35236], [-1.56153, -0.88999, 1.64603], [-2.50589, -0.18723, 0.31079], [-1.18159, 1.86483, 0.42865]],
  "lowdin_charge": [-0.0980, -0.1790, -0.2804, -0.0431, -0.0097, 0.0738, 0.0760, 0.0702, 0.0995, -0.0089, 0.1229, 0.0220, 0.0309, 0.0255, 0.0984]
}


Record 3
{
  "formula": "C5H13I2NSi",
  "method": "the ωB97M-V functional and the def2-TZVPD basis",
  "e_tot_ha": -1137.9662,
  "total_charge": 0,
  "spin_multiplicity": 1,
  "e_homo_ev": -8.20,
  "homo_lumo_gap_ev": 8.3,
  "species": ["C", "C", "C", "C", "C", "N", "Si", "I", "I", "H", "H", "H", "H", "H", "H", "H", "H", "H", "H", "H", "H", "H"],
  "coordinates": [[1.85413, 0.61572, -0.67039], [0.58968, 0.79691, 1.58497], [0.77809, -1.42174, 0.30027], [-0.71772, 0.07613, -1.82688], [0.68265, 0.13069, 0.19944], [-0.68078, 0.29801, -0.44335], [-2.27171, 0.03054, 0.59160], [-3.86029, 1.75934, -0.00451], [-3.12804, -2.21434, 0.04022], [1.83549, 0.05247, -1.55653], [1.77057, 1.73520, -0.65792], [2.82908, 0.34716, -0.06999], [0.43998, 0.16369, 2.39563], [-0.06555, 1.55044, 1.49202], [1.64592, 1.18779, 1.90181], [-0.13494, -1.97845, 0.55931], [1.08351, -1.94341, -0.59452], [1.47642, -1.68179, 1.16878], [0.27955, -0.00254, -2.15843], [-1.25889, -0.78778, -2.04887], [-1.16718, 1.00243, -2.27481], [-1.97998, 0.28354, 2.07216]],
  "lowdin_charge": [-0.0466, -0.0780, -0.0740, -0.1935, -0.6026, -0.3174, -0.2931, 0.4065, 0.4210, 0.0371, 0.1085, 0.1272, 0.0454, 0.0148, 0.1235, 0.0152, 0.0723, 0.1023, 0.0476, 0.0264, 0.0993, -0.0420]
}


Record 4
{
  "formula": "C27H29N3O3",
  "method": "the ωB97M-V functional and the def2-TZVPD basis",
  "e_tot_ha": -1436.2916,
  "total_charge": 0,
  "spin_multiplicity": 1,
  "e_homo_ev": -7.52,
  "homo_lumo_gap_ev": 8.1,
  "de_lowest_kj_mol": 13.1,
  "species": ["C", "C", "C", "C", "C", "C", "C", "H", "H", "C", "O", "N", "C", "H", "C", "N", "C", "C", "C", "C", "C", "C", "H", "H", "N", "C", "O", "C", "O", "C", "C", "C", "C", "C", "C", "C", "H", "H", "H", "H", "H", "H", "H", "H", "H", "H", "H", "H", "C", "H", "C", "H", "H", "H", "H", "H", "H", "H", "H", "H", "H", "H"],
  "coordinates": [[-1.49578, -5.07341, -0.50653], [-2.18309, -3.80187, -0.11187], [-3.54138, -3.62810, -0.35052], [-4.18449, -2.46415, 0.02655], [-3.47686, -1.44900, 0.66058], [-2.12357, -1.62380, 0.92277], [-1.48527, -2.78441, 0.52764], [-0.43031, -2.90517, 0.72784], [-1.57660, -0.84393, 1.43036], [-4.16091, -0.21355, 1.14723], [-4.23595, 0.05085, 2.33252], [-4.72049, 0.58077, 0.19723], [-4.52240, 0.43421, -1.22634], [-5.45373, 0.10359, -1.70484], [-4.06908, 1.79154, -1.81919], [-3.42405, 2.58403, -0.79425], [-2.16725, 2.15180, -0.35286], [-1.82006, 2.02017, 0.99290], [-0.54749, 1.64177, 1.37580], [0.42620, 1.37686, 0.42059], [0.09532, 1.51224, -0.92505], [-1.17234, 1.89586, -1.30254], [-1.38544, 2.01488, -2.35359], [0.84313, 1.32134, -1.68265], [1.73114, 0.98370, 0.74033], [2.28100, 0.75484, 1.95029], [1.72334, 0.82517, 3.02345], [3.76536, 0.36842, 1.87356], [4.21650, 0.38051, 0.54088], [5.53951, 0.12819, 0.28164], [6.48204, -0.19664, 1.24522], [7.79638, -0.43289, 0.87334], [8.17323, -0.34738, -0.45202], [7.22783, -0.02398, -1.41265], [5.91033, 0.21679, -1.06840], [4.87579, 0.56928, -2.09346], [4.43357, 1.53837, -1.86369], [4.07641, -0.17136, -2.09163], [5.31559, 0.60949, -3.08622], [7.51928, 0.04412, -2.45081], [9.19679, -0.53067, -0.74084], [8.52234, -0.68464, 1.63173], [6.20721, -0.26998, 2.28555], [4.32276, 1.08496, 2.49167], [3.87291, -0.62796, 2.32406], [2.35595, 0.86754, -0.04840], [-0.31065, 1.53772, 2.42167], [-2.54637, 2.17800, 1.77320], [-4.42044, 3.01331, 0.16594], [-3.92791, 3.47145, 1.02059], [-5.32985, 1.83249, 0.59312], [-6.31177, 1.90729, 0.11450], [-5.46119, 1.80193, 1.67524], [-5.02699, 3.78619, -0.32060], [-3.40110, 1.62155, -2.66134], [-4.92996, 2.36079, -2.18019], [-3.75476, -0.32195, -1.39775], [-5.24242, -2.34553, -0.15998], [-4.10149, -4.41428, -0.83682], [-1.96151, -5.51098, -1.38674], [-1.56467, -5.79792, 0.30555], [-0.44229, -4.89846, -0.71175]],
  "lowdin_charge": [-0.0530, -0.2789, -0.0394, -0.0317, -0.1563, 0.0013, -0.0283, 0.1122, 0.1080, -0.4314, 0.0745, -0.0463, -0.1103, 0.1250, -0.1322, -0.1054, -0.2241, -0.0150, -0.0116, -0.2226, -0.0187, -0.0147, 0.1070, 0.1108, 0.1452, -0.4406, 0.0744, -0.0900, -0.0683, -0.2169, -0.0188, -0.0866, -0.0936, -0.0464, -0.2043, -0.0358, 0.0848, 0.0844, 0.0779, 0.1105, 0.1000, 0.1036, 0.1045, 0.1450, 0.1455, 0.1311, 0.1075, 0.1074, -0.1316, 0.1131, -0.0997, 0.1243, 0.1199, 0.1189, 0.1072, 0.1219, 0.1191, 0.1202, 0.1111, 0.0757, 0.0852, 0.0756]
}


Record 5
{
  "formula": "C35H20ClF8GaNO9S",
  "method": "the ωB97M-V functional and the def2-TZVPD basis",
  "e_tot_ha": -5659.9742,
  "total_charge": -1,
  "spin_multiplicity": 1,
  "e_homo_ev": -6.55,
  "homo_lumo_gap_ev": 6.6,
  "species": ["O", "C", "C", "Ga", "Cl", "C", "O", "N", "C", "O", "F", "S", "O", "O", "C", "F", "F", "C", "F", "F", "C", "F", "F", "F", "H", "H", "H", "H", "C", "C", "C", "C", "C", "C", "C", "O", "C", "C", "C", "C", "C", "C", "C", "O", "H", "H", "H", "H", "H", "H", "H", "H", "C", "C", "C", "C", "C", "C", "C", "O", "C", "C", "C", "C", "C", "C", "C", "O", "H", "H", "H", "H", "H", "H", "H", "H"],
  "coordinates": [[-1.04112, -7.60573, 0.50762], [-0.14462, -7.59389, -0.25475], [-0.23455, -8.02032, -1.67299], [-1.35205, -6.78205, -2.80509], [-0.33478, -6.69553, -4.81431], [-1.45551, -4.91953, -1.95500], [-0.58356, -4.61431, -1.22190], [-2.50556, -3.92174, -2.16233], [-2.56631, -3.38695, -3.42054], [-2.78654, -2.26954, -3.60964], [-2.41496, -4.15078, -4.45473], [-3.43232, -7.79093, -3.20831], [-3.79136, -7.58014, -4.59557], [-3.28803, -9.20625, -2.93283], [-4.81027, -7.22532, -2.05739], [-5.49236, -8.30556, -1.70416], [-4.27758, -6.75061, -0.95700], [-5.83359, -6.25758, -2.65196], [-5.26166, -5.10358, -2.94221], [-6.35698, -6.72077, -3.75662], [-7.02679, -5.92194, -1.71248], [-7.80893, -6.92867, -1.50781], [-6.63426, -5.37936, -0.60514], [-7.75014, -5.00640, -2.33960], [0.85636, -7.25673, 0.09234], [0.75751, -8.09537, -2.11318], [-0.68980, -9.01064, -1.70334], [-2.26628, -3.13007, -1.56584], [0.86702, 5.40820, -0.57686], [1.22492, 5.78615, -1.86695], [1.27580, 4.84190, -2.87803], [0.98045, 3.51258, -2.60272], [0.64382, 3.12900, -1.30371], [0.57758, 4.08405, -0.29548], [0.37073, 1.70019, -0.97970], [0.07471, 1.36821, 0.15211], [0.47757, 0.69452, -2.06692], [0.28041, -0.64979, -1.77423], [0.36375, -1.59460, -2.78152], [0.63683, -1.20524, -4.08821], [0.83958, 0.13182, -4.38601], [0.76987, 1.08553, -3.37764], [1.02282, 2.51200, -3.70628], [1.26447, 2.86081, -4.84483], [0.81893, 6.14913, 0.21141], [1.46220, 6.82022, -2.08259], [1.54854, 5.13490, -3.88289], [0.30532, 3.79486, 0.71015], [0.06511, -0.95730, -0.75953], [0.21542, -2.63972, -2.54651], [0.69412, -1.94844, -4.87303], [1.05575, 0.43606, -5.40105], [-0.28198, 3.73338, 3.73369], [0.62657, 2.80361, 3.23649], [1.98116, 2.95817, 3.48159], [2.43453, 4.04806, 4.21509], [1.52318, 4.99333, 4.69472], [0.16412, 4.82511, 4.45987], [1.99069, 6.19161, 5.44123], [1.20056, 7.01247, 5.86289], [3.45410, 6.36793, 5.65375], [3.91617, 7.50788, 6.30014], [5.27285, 7.67885, 6.51599], [6.17503, 6.70687, 6.09443], [5.72046, 5.57167, 5.44542], [4.36094, 5.40195, 5.21471], [3.89071, 4.19122, 4.48507], [4.67964, 3.34574, 4.11647], [-1.34083, 3.60636, 3.54749], [0.27579, 1.95908, 2.65697], [2.68761, 2.23394, 3.09902], [-0.54196, 5.55025, 4.84162], [3.21403, 8.26145, 6.63051], [5.63104, 8.56998, 7.01543], [7.23499, 6.83903, 6.27007], [6.42087, 4.81736, 5.11318]],
  "lowdin_charge": [0.0385, -0.4194, -0.2009, 0.1995, 0.1171, -0.4350, 0.0450, 0.1463, -0.6783, 0.1655, 0.1544, 0.6357, -0.3817, -0.3688, -0.5542, 0.1268, 0.1392, -0.4516, 0.1746, 0.1916, -0.6417, 0.2230, 0.2221, 0.1787, 0.1139, 0.0492, 0.0674, 0.1407, -0.0586, -0.0624, -0.0053, -0.0806, -0.0752, 0.0013, -0.2687, 0.0926, -0.0814, 0.0127, -0.0444, -0.0354, 0.0046, -0.0843, -0.2778, 0.1002, 0.1056, 0.1045, 0.1188, 0.0974, 0.1234, 0.0933, 0.1165, 0.1199, -0.0530, -0.0608, 0.0093, -0.0818, -0.0869, -0.0030, -0.2793, 0.1005, -0.0831, -0.0051, -0.0618, -0.0607, -0.0032, -0.0819, -0.2775, 0.1082, 0.1114, 0.0998, 0.1249, 0.1191, 0.1191, 0.1052, 0.1056, 0.1203]
}


Record 6
{
  "formula": "C4H6O2",
  "method": "the ωB97M-V functional and the def2-TZVPD basis",
  "e_tot_ha": -306.4650,
  "total_charge": 0,
  "spin_multiplicity": 1,
  "e_homo_ev": -9.89,
  "homo_lumo_gap_ev": 10.5,
  "de_lowest_kj_mol": 108.4,
  "species": ["C", "C", "C", "O", "C", "O", "H", "H", "H", "H", "H", "H"],
  "coordinates": [[0.35130, 0.73882, 1.12917], [0.24865, 0.21443, -0.30499], [0.60099, -1.27022, -0.44613], [0.37393, -1.91277, -1.44313], [-1.17846, 0.23386, -0.84245], [-2.13335, 0.41671, -0.12636], [0.06945, 1.79655, 1.19061], [-0.31880, 0.18723, 1.79653], [1.37398, 0.64077, 1.50989], [0.89772, 0.78229, -0.99073], [1.01251, -1.78864, 0.43566], [-1.29791, -0.03902, -1.90808]],
  "lowdin_charge": [-0.0686, -0.2897, -0.2179, 0.0585, -0.2255, 0.0698, 0.0873, 0.0856, 0.0810, 0.1548, 0.1318, 0.1328]
}